136
Properties=species:S:1:pos:R:3:forces:R:3:lowdin_charge:R:1 method="wB97M-V/def2-TZVPD" total_energy_ha=-3004.60697 mol_weight_g_mol=821.04 e_homo_ha=-0.3393 smiles="CCOP(=O)(OCC)OCC.CC(C)=O.CC(C)=O.CC(C)=O.CC(C)=O.CC(C)=O.CC(C)=O.CC(C)=O.CC(C)=O.CC(C)=O.CC(C)=O.CC(C)=O"
C 14.2327 13.2377 18.4276 1.82 0.24 0.25 -0.073
C 13.7751 12.2082 19.4402 -0.34 -0.30 -0.68 -0.250
O 12.4736 12.6708 19.8296 -0.63 0.10 0.01 -0.189
P 11.4614 11.7292 20.6187 2.52 -1.01 1.16 0.294
O 12.1237 11.1320 21.7984 -0.57 0.20 -0.48 -0.238
O 10.2317 12.6248 20.8488 -1.02 1.15 1.66 -0.187
C 9.9776 13.0559 22.2418 -1.17 0.29 -0.63 -0.217
C 10.4196 14.4835 22.3296 1.42 0.26 -0.80 -0.079
O 10.8911 10.6732 19.6447 -0.69 -0.64 -1.32 -0.169
C 9.9381 11.0550 18.5740 1.88 0.58 0.17 -0.236
C 8.9460 9.9757 18.3811 -0.42 -0.68 -0.31 -0.069
H 13.6076 13.2973 17.5582 -0.54 -0.13 -0.34 0.062
H 14.3258 14.2610 18.8662 -0.13 -0.95 -0.12 0.069
H 15.2486 12.9610 18.0536 -0.57 0.19 0.23 0.072
H 13.6654 11.1799 18.9758 0.31 1.05 0.52 0.127
H 14.4474 12.1789 20.3155 -0.39 -0.17 -0.27 0.120
H 8.8809 13.0765 22.2857 0.24 -0.49 0.25 0.119
H 10.3978 12.3435 22.9703 -0.01 0.39 -0.50 0.118
H 10.3606 14.9357 23.2966 -0.54 0.13 0.71 0.069
H 11.4854 14.5601 22.0753 -0.10 -0.12 -0.05 0.082
H 9.8957 15.0751 21.5735 -0.09 -0.01 0.29 0.086
H 9.4850 12.0452 18.7863 0.02 -0.83 0.30 0.127
H 10.5746 11.2418 17.7117 -0.11 -0.25 -0.32 0.087
H 9.2091 9.0414 17.8150 0.22 1.10 0.64 0.092
H 8.4904 9.7182 19.3266 -0.01 -0.25 0.33 0.081
H 8.1923 10.4982 17.8400 -1.00 -0.05 -0.82 0.067
C 17.3484 9.9603 9.3663 -0.80 0.94 -0.83 -0.018
C 16.0289 10.2118 10.1237 1.53 -2.28 2.20 -0.462
C 15.9884 9.3080 11.4079 -0.47 -0.28 -1.19 -0.022
O 15.0934 10.9016 9.8395 0.10 0.47 -0.68 0.069
H 18.2712 10.1633 9.9564 -0.85 -0.29 -0.19 0.089
H 17.3209 10.6349 8.5051 0.33 -0.16 -0.06 0.074
H 17.3176 8.9193 8.9828 0.19 0.51 0.40 0.094
H 15.2528 9.7059 12.1056 0.34 -0.07 0.26 0.053
H 16.9792 9.0668 11.8055 -0.14 0.66 0.23 0.064
H 15.6527 8.2973 11.0893 -0.19 0.55 -0.06 0.090
C 9.7284 12.0897 12.9570 -1.66 0.06 -0.32 -0.015
C 9.9292 12.0340 14.4368 1.69 2.18 -1.77 -0.542
C 10.7001 13.1870 15.0016 -0.24 0.81 0.97 -0.020
O 9.5075 11.1686 15.1084 -1.30 -2.56 2.00 0.098
H 10.5970 11.7963 12.4148 0.94 -0.02 -0.25 0.048
H 9.4848 13.1344 12.7268 0.07 -0.28 -0.38 0.092
H 8.9149 11.4127 12.6208 0.35 0.47 0.37 0.101
H 10.1952 14.1331 14.7788 -0.43 -0.14 0.36 0.094
H 11.6649 13.4094 14.6135 0.98 -0.52 -0.97 0.071
H 10.8958 13.0487 16.0651 -0.47 0.11 0.04 0.073
C 13.7519 16.5270 17.2172 -0.23 -1.07 0.50 -0.025
C 15.1711 16.9266 17.0521 -0.30 1.44 -0.86 -0.500
C 15.3559 17.7330 15.7857 0.05 -0.34 -0.52 -0.015
O 16.0551 16.7287 17.8501 0.11 -0.38 0.13 0.056
H 13.6316 16.0495 18.1948 -0.36 0.08 -0.37 0.073
H 13.4870 15.8671 16.3842 0.15 -0.35 0.21 0.087
H 13.0700 17.3512 17.0722 -0.02 0.52 0.30 0.083
H 15.2787 17.0256 14.9383 0.13 0.21 0.27 0.078
H 16.3260 18.2330 15.7599 -0.20 0.07 -0.02 0.074
H 14.5010 18.4226 15.6571 0.60 -0.11 0.13 0.091
C 19.3924 11.5687 13.8806 0.10 0.22 -1.19 -0.019
C 20.5461 11.9391 12.9755 1.54 -0.58 1.20 -0.476
C 21.8187 12.6056 13.6174 -1.74 -0.33 -1.30 0.002
O 20.5370 11.6098 11.8221 -0.06 0.18 -0.86 0.061
H 19.6786 10.8918 14.6911 -0.14 -0.20 -0.48 0.086
H 18.5680 11.2985 13.1882 0.43 -0.50 0.80 0.093
H 19.0738 12.4595 14.3459 -0.32 1.11 0.78 0.036
H 22.5534 12.7908 12.8328 -0.06 -0.03 0.21 0.082
H 22.1923 11.9675 14.3931 0.31 -0.37 0.42 0.069
H 21.4727 13.5200 14.0672 0.14 0.58 0.30 0.059
C 19.3517 15.8794 15.6856 0.24 -0.64 0.93 -0.003
C 19.8547 17.2737 15.9347 0.09 0.44 -1.79 -0.504
C 19.3037 17.9925 17.0988 -0.32 0.66 -0.22 -0.019
O 20.6131 17.8281 15.1586 -0.02 -0.39 0.13 0.050
H 19.4123 15.5562 14.6578 0.05 0.21 -0.37 0.053
H 18.3391 15.7553 16.0743 -0.01 -0.01 -0.10 0.073
H 19.9792 15.1868 16.2723 -0.18 0.13 -0.03 0.091
H 19.8071 17.5637 17.9518 0.18 0.37 0.70 0.092
H 18.2598 17.7358 17.1844 -0.46 -0.06 0.28 0.042
H 19.3953 19.0894 16.9454 0.33 -0.81 0.49 0.106
C 16.5392 13.2062 14.9372 0.51 1.15 2.34 -0.023
C 15.4113 13.6433 14.1044 -0.56 -0.04 -1.15 -0.483
C 15.1532 12.7261 12.9343 0.08 -0.23 0.48 0.002
O 14.7537 14.6391 14.3357 0.10 -0.16 0.06 0.057
H 16.5462 12.1405 15.1098 -0.08 -0.23 -0.01 0.061
H 16.4872 13.7752 15.9079 0.04 -0.69 -0.69 0.100
H 17.4815 13.4958 14.4921 -0.02 0.06 -0.37 0.039
H 14.7216 11.8229 13.3428 -0.32 -0.37 0.38 0.055
H 16.0986 12.3652 12.5247 -0.04 0.40 -0.30 0.079
H 14.4538 13.1196 12.2206 0.00 0.38 -0.42 0.065
C 18.1603 12.3455 19.7755 -0.74 0.33 1.08 -0.024
C 18.6490 13.6821 19.3277 0.00 1.18 -1.37 -0.476
C 17.8372 14.9334 19.7031 -0.23 -1.06 0.28 -0.010
O 19.6283 13.7475 18.6005 -0.46 0.11 0.58 0.040
H 18.9472 11.6436 19.5958 0.35 -0.57 0.21 0.075
H 17.2823 12.0532 19.2112 -0.21 0.06 -0.42 0.058
H 17.7855 12.3701 20.8206 0.53 -0.13 -0.42 0.100
H 18.0917 15.8361 19.1408 -0.12 -0.47 -0.06 0.061
H 18.0596 15.1003 20.7505 0.12 0.23 0.42 0.080
H 16.7454 14.7050 19.6990 0.75 0.29 -0.33 0.078
C 17.7155 8.9002 15.2053 0.75 0.03 0.71 -0.022
C 16.4066 9.4402 15.7329 -0.42 -0.48 0.60 -0.460
C 16.0552 9.1891 17.2052 0.39 -0.59 -0.67 0.008
O 15.6356 10.0317 15.0148 0.04 -0.04 -0.19 0.052
H 17.6712 7.8218 15.1894 -0.33 -0.55 -0.07 0.082
H 18.6059 9.0713 15.8644 -0.84 0.30 -0.44 0.100
H 17.8947 9.2411 14.1941 0.05 0.18 -0.02 0.051
H 16.6170 9.9304 17.7472 0.13 0.40 0.54 0.068
H 16.3878 8.2093 17.5610 0.19 0.09 -0.18 0.086
H 14.9947 9.2586 17.4213 -0.10 0.36 -0.24 0.068
C 12.3274 9.6854 13.9096 0.29 0.43 -0.12 -0.015
C 12.3878 10.0521 15.3909 -1.84 -1.98 -0.41 -0.498
C 11.9584 8.9070 16.3333 2.02 1.22 1.28 -0.009
O 12.6356 11.1461 15.7998 0.58 0.68 0.19 0.065
H 11.3175 9.4291 13.5505 0.19 0.07 0.53 0.093
H 12.9730 8.8359 13.6775 0.02 0.00 0.15 0.079
H 12.6734 10.5450 13.3453 0.10 0.11 -0.22 0.065
H 12.6350 8.0547 16.1433 -0.10 0.29 0.36 0.084
H 10.9750 8.5230 16.2073 -0.97 0.08 -0.46 0.058
H 12.0655 9.3300 17.3867 -0.08 -0.91 -1.20 0.095
C 14.0661 13.8482 8.6835 -0.25 0.44 -0.33 -0.014
C 13.0693 13.7770 9.8007 0.44 -0.50 0.22 -0.536
C 12.1256 12.6511 9.7407 -1.15 -0.94 -0.03 -0.025
O 13.0245 14.5405 10.7280 0.30 0.96 0.35 0.068
H 14.3640 14.8838 8.5485 0.19 0.05 -0.05 0.082
H 13.5992 13.4703 7.7687 0.22 0.03 0.04 0.086
H 14.9302 13.2280 8.9099 0.02 -0.08 0.09 0.070
H 11.4308 12.6725 10.5717 0.24 0.00 0.45 0.057
H 12.6120 11.6671 9.6724 -0.07 0.37 -0.19 0.087
H 11.4672 12.8203 8.8953 0.07 -0.29 -0.62 0.089
C 19.6889 15.7019 11.7434 -0.28 -0.01 0.33 -0.001
C 18.2349 15.3737 11.8749 -1.26 1.05 -0.45 -0.484
C 17.2467 16.3968 11.3610 0.40 0.93 0.15 -0.007
O 17.8052 14.3941 12.4373 0.64 -0.52 0.14 0.063
H 20.1574 14.7530 11.9137 0.90 -0.29 0.03 0.064
H 19.9650 16.4324 12.5235 -0.02 -0.27 -0.22 0.092
H 19.9415 16.1268 10.7722 -0.04 -0.08 0.03 0.092
H 17.3424 16.6222 10.2949 0.28 -0.15 0.06 0.082
H 17.4924 17.3508 11.8918 -0.38 -0.56 -0.35 0.102
H 16.2223 16.0970 11.5438 -0.10 -0.07 0.25 0.076